{
  "formula": "C3H13NO2S2",
  "method": "ωB97M-V/def2-TZVPD",
  "symbols": ["C", "S", "S", "C", "C", "N", "H", "H", "H", "H", "H", "H", "H", "H", "H", "O", "H", "H", "O", "H", "H"],
  "positions_angstrom": [[4.5196, -0.3095, -2.5654], [2.9324, 0.5983, -2.8101], [2.2113, 1.9831, -1.7147], [1.7875, 1.5763, 0.0448], [0.8439, 0.3767, 0.1547], [-0.4426, 0.9983, 0.8623], [5.3254, 0.2186, -2.1121], [4.3899, -1.2398, -1.8931], [4.6592, -0.5817, -3.5560], [1.1007, 2.4617, 0.3365], [2.6770, 1.5379, 0.5595], [1.0323, -0.4844, 0.6359], [0.4996, -0.0072, -0.9342], [-1.2899, 0.5739, 0.4443], [-0.5105, 0.9695, 1.8890], [-6.4528, -1.4762, 1.6297], [-7.2359, -1.7859, 1.0799], [-6.8967, -1.3757, 2.4230], [-2.7835, -1.3032, 1.5206], [-2.6831, -1.5065, 2.5748], [-3.6837, -1.2244, 1.4307]],
  "forces_ev_per_a": [[-1.30, -0.71, 3.44], [0.09, -3.21, -1.96], [-0.05, 3.12, 2.25], [-2.89, 0.09, -1.88], [-4.32, 3.23, -2.31], [0.15, -0.89, -1.68], [0.68, 0.79, -0.12], [-0.16, 1.37, -1.22], [0.76, -0.65, -1.77], [1.56, -1.21, -0.45], [1.85, -0.09, 1.42], [1.77, -2.73, 1.93], [0.63, 1.19, 2.39], [0.79, 0.24, 0.82], [0.46, -0.55, -0.85], [-0.70, -1.03, -3.45], [1.76, 0.50, 0.47], [-0.97, 0.54, 2.99], [3.79, -1.06, 4.51], [-0.29, 0.76, -4.06], [-3.62, 0.28, -0.47]],
  "molar_mass_g_mol": 159.276,
  "total_charge": 0,
  "e_lumo_ev": 0.54
}